[1]
The molecule C4H6N2O, computed with ωB97M-V/def2-TZVPD.

Bonds (Å) are listed after each position.
Geometry (Å):
1 N 0.85 1.89 0.76  C2 1.408, H8 1.035, H9 1.010
2 C 0.72 0.51 0.50  N1 1.408, C3 1.370, N7 1.366
3 C 1.13 -0.21 -0.59  C2 1.370, C4 1.419, H10 1.087
4 C 0.04 -1.07 -0.89  C3 1.419, C5 1.377, H11 1.075
5 C -0.95 -0.80 0.03  C4 1.377, O6 1.347, N7 1.351
6 O -2.18 -1.32 0.24  C5 1.347, H12 0.959
7 N -0.49 0.06 0.95  C2 1.366, C5 1.351, H13 1.012
8 H 0.25 2.22 -0.01  N1 1.035
9 H 1.82 2.09 0.56  N1 1.010
10 H 2.03 -0.07 -1.18  C3 1.087
11 H 0.00 -1.76 -1.72  C4 1.075
12 H -2.22 -2.12 -0.30  O6 0.959
13 H -1.01 0.58 1.65  N7 1.012

The highest occupied orbital energy comes out at -7.3 eV. As for the energy above the lowest of the compared OMol25 structures with the same formula, charge and spin: 1.707 eV. The charge is 0. The calculated total energy is -340.73219 hartree. As for the SMILES: Nc1ccc(O)[nH]1. As for the HOMO-LUMO gap: 8.164 eV.

=====

[2]
The molecule C4H6N2O, computed with ωB97M-V/def2-TZVPD.

Bonds (Å) are listed after each position.
Geometry (Å):
1 C -1.89 0.08 -0.29  C2 1.328, H8 1.135, H9 1.107
2 C -0.73 -0.29 -0.81  C1 1.328, O3 1.400, N6 1.385
3 O -0.64 -0.97 -2.03  C2 1.400, C4 1.378
4 C 0.71 -1.16 -2.24  O3 1.378, N5 1.275, H10 1.014
5 N 1.43 -0.77 -1.26  C4 1.275, N6 1.388
6 N 0.57 -0.18 -0.34  C2 1.385, N5 1.388, C7 1.419
7 C 1.16 0.27 0.87  N6 1.419, H11 1.137, H12 1.017, H13 1.212
8 H -2.75 0.01 -1.03  C1 1.135
9 H -1.93 0.36 0.78  C1 1.107
10 H 0.95 -1.53 -3.15  C4 1.014
11 H 0.37 -0.13 1.57  C7 1.137
12 H 2.09 -0.11 1.06  C7 1.017
13 H 1.25 1.47 0.94  C7 1.212

The highest occupied orbital energy comes out at -7.6 eV. As for the energy above the lowest of the compared OMol25 structures with the same formula, charge and spin: 3.184 eV. The charge is 0. The calculated total energy is -340.67790 hartree. As for the SMILES: C=C1OC=NN1C. As for the HOMO-LUMO gap: 8.619 eV.

=====

[3]
The molecule C4H6N2O, computed with ωB97M-V/def2-TZVPD.

Bonds (Å) are listed after each position.
Geometry (Å):
1 O 0.04 -2.20 1.21  C2 1.206
2 C -0.12 -1.14 0.64  O1 1.206, N3 1.348, N7 1.457
3 N -0.91 -0.09 0.93  C2 1.348, C4 1.471, H8 1.008
4 C -1.07 0.86 -0.18  N3 1.471, C5 1.531, H9 1.097, H10 1.097
5 C 0.04 0.57 -1.18  C4 1.531, C6 1.481, N7 1.568
6 C 1.34 0.51 -0.48  C5 1.481, N7 1.484, H12 1.089, H13 1.095
7 N 0.59 -0.76 -0.57  C2 1.457, C5 1.568, C6 1.484, H11 1.014
8 H -1.54 -0.16 1.72  N3 1.008
9 H -0.99 1.89 0.18  C4 1.097
10 H -2.07 0.73 -0.63  C4 1.097
11 H 0.93 -1.53 -1.15  N7 1.014
12 H 2.26 0.51 -1.06  C6 1.089
13 H 1.50 0.80 0.57  C6 1.095

The highest occupied orbital energy comes out at -7.9 eV. As for the energy above the lowest of the compared OMol25 structures with the same formula, charge and spin: 3.216 eV. The charge is 0. The calculated total energy is -340.67674 hartree. As for the HOMO-LUMO gap: 8.708 eV.

=====

[4]
The molecule C4H6N2O, computed with ωB97M-V/def2-TZVPD.

Bonds (Å) are listed after each position.
Geometry (Å):
1 C 1.06 1.68 0.05  C2 1.490, H8 1.090, H9 1.087, H10 1.085
2 C 0.28 0.41 0.00  C1 1.490, C3 1.380, N7 1.362
3 C 0.71 -0.89 -0.13  C2 1.380, C4 1.413, H11 1.078
4 C -0.49 -1.65 -0.07  C3 1.413, O5 1.320, N6 1.330
5 O -0.93 -2.86 -0.32  C4 1.320, H12 1.196
6 N -1.53 -0.86 0.17  C4 1.330, N7 1.360
7 N -1.08 0.42 0.09  C2 1.362, N6 1.360, H13 1.012
8 H 1.01 2.17 1.02  C1 1.090
9 H 0.71 2.41 -0.68  C1 1.087
10 H 2.11 1.51 -0.15  C1 1.085
11 H 1.72 -1.22 -0.30  C3 1.078
12 H -1.96 -2.26 -0.25  O5 1.196
13 H -1.60 1.14 0.56  N7 1.012

The highest occupied orbital energy comes out at -8.7 eV. As for the energy above the lowest of the compared OMol25 structures with the same formula, charge and spin: 2.456 eV. The charge is 0. The calculated total energy is -340.70464 hartree. As for the SMILES: Cc1cc(O)n[nH]1. As for the HOMO-LUMO gap: 9.514 eV.

=====

[5]
The molecule C4H6N2O, computed with ωB97M-V/def2-TZVPD.

Bonds (Å) are listed after each position.
Geometry (Å):
1 N -1.67 0.70 -0.47  C2 1.456, H8 1.028, H9 1.014
2 C -0.69 0.18 0.46  N1 1.456, C3 1.439, C6 1.388
3 C 0.42 1.07 0.66  C2 1.439, C4 1.351, H10 1.082
4 C 1.54 0.49 0.16  C3 1.351, N5 1.400, H11 1.076
5 N 1.20 -0.83 -0.18  C4 1.400, C6 1.353, H12 1.005
6 C -0.11 -1.02 0.06  C2 1.388, N5 1.353, O7 1.346
7 O -0.64 -2.25 -0.14  C6 1.346, H13 0.967
8 H -1.04 1.01 -1.22  N1 1.028
9 H -2.08 1.57 -0.15  N1 1.014
10 H 0.30 2.08 1.04  C3 1.082
11 H 2.52 0.88 -0.03  C4 1.076
12 H 1.80 -1.52 -0.61  N5 1.005
13 H -1.45 -2.30 0.38  O7 0.967

The highest occupied orbital energy comes out at -7.7 eV. As for the energy above the lowest of the compared OMol25 structures with the same formula, charge and spin: 2.576 eV. The charge is 0. The calculated total energy is -340.70026 hartree. As for the SMILES: Nc1cc[nH]c1O. As for the HOMO-LUMO gap: 8.509 eV.

=====

[6]
The molecule C4H6N2O, computed with ωB97M-V/def2-TZVPD.

Bonds (Å) are listed after each position.
Geometry (Å):
1 C 1.75 0.78 -0.65  C2 1.499, H8 1.094, H9 1.099, H10 1.089
2 C 0.62 -0.01 -0.06  C1 1.499, C3 1.358, N7 1.407
3 C -0.36 -0.72 -0.67  C2 1.358, C4 1.434, H11 1.082
4 C -1.47 -0.58 0.24  C3 1.434, O5 1.340, N6 1.298
5 O -2.74 -0.91 -0.02  C4 1.340, H12 0.971
6 N -1.16 0.00 1.35  C4 1.298, N7 1.388
7 N 0.18 0.35 1.23  C2 1.407, N6 1.388, H13 1.021
8 H 2.13 1.49 0.10  C1 1.094
9 H 1.31 1.39 -1.45  C1 1.099
10 H 2.56 0.20 -1.08  C1 1.089
11 H -0.33 -1.23 -1.62  C3 1.082
12 H -3.22 -0.55 0.74  O5 0.971
13 H 0.66 -0.20 1.94  N7 1.021

The highest occupied orbital energy comes out at -9.0 eV. As for the energy above the lowest of the compared OMol25 structures with the same formula, charge and spin: 1.775 eV. The charge is 0. The calculated total energy is -340.72967 hartree. As for the SMILES: Cc1cc(O)n[nH]1. As for the HOMO-LUMO gap: 9.961 eV.

=====

[7]
The molecule C4H6N2O, computed with ωB97M-V/def2-TZVPD.

Bonds (Å) are listed after each position.
Geometry (Å):
1 C 2.08 0.47 0.01  C2 1.501, H8 1.099, H9 1.094, H10 1.093
2 C 0.65 0.02 0.01  C1 1.501, C3 1.375, N7 1.386
3 C 0.09 -1.23 0.01  C2 1.375, N4 1.394, H11 1.075
4 N -1.28 -1.03 0.13  C3 1.394, C5 1.338, H12 1.007
5 C -1.47 0.30 0.10  N4 1.338, O6 1.339, N7 1.306
6 O -2.72 0.78 0.01  C5 1.339, H13 0.966
7 N -0.36 0.98 0.06  C2 1.386, C5 1.306
8 H 2.26 1.16 0.85  C1 1.099
9 H 2.31 1.04 -0.90  C1 1.094
10 H 2.78 -0.36 0.10  C1 1.093
11 H 0.27 -2.11 -0.59  C3 1.075
12 H -1.96 -1.74 0.33  N4 1.007
13 H -2.64 1.73 -0.13  O6 0.966

The highest occupied orbital energy comes out at -8.1 eV. As for the energy above the lowest of the compared OMol25 structures with the same formula, charge and spin: 0.772 eV. The charge is 0. The calculated total energy is -340.76655 hartree. As for the SMILES: Cc1c[nH]c(O)n1. As for the HOMO-LUMO gap: 8.959 eV.

=====

[8]
The molecule C4H6N2O, computed with ωB97M-V/def2-TZVPD.

Bonds (Å) are listed after each position.
Geometry (Å):
1 C -1.16 0.65 0.17  C2 1.392, C7 1.511, H8 1.156
2 C -0.01 1.33 -0.22  C1 1.392, N3 1.410, H9 1.116
3 N 1.26 0.73 -0.20  C2 1.410, C4 1.346, H10 0.979
4 C 1.62 -0.46 0.31  N3 1.346, N5 1.321, H11 1.173
5 N 0.99 -1.57 -0.04  C4 1.321, O6 1.347
6 O -0.22 -1.57 -0.63  N5 1.347, C7 1.523
7 C -1.27 -0.86 0.22  C1 1.511, O6 1.523, H12 1.108, H13 1.021
8 H -2.24 0.99 -0.08  C1 1.156
9 H -0.23 2.35 -0.63  C2 1.116
10 H 1.84 1.52 -0.26  N3 0.979
11 H 2.77 -0.66 0.46  C4 1.173
12 H -1.28 -1.27 1.25  C7 1.108
13 H -2.06 -1.18 -0.35  C7 1.021

The highest occupied orbital energy comes out at -8.0 eV. As for the energy above the lowest of the compared OMol25 structures with the same formula, charge and spin: 5.020 eV. The charge is 0. The calculated total energy is -340.61042 hartree. As for the SMILES: C1=CNC=NOC1. As for the HOMO-LUMO gap: 8.750 eV.

=====

[9]
The molecule C4H6N2O, computed with ωB97M-V/def2-TZVPD.

Bonds (Å) are listed after each position.
Geometry (Å):
1 N 0.44 1.84 1.29  C2 1.433, H8 1.015, H9 1.014
2 C 0.17 0.55 0.72  N1 1.433, C3 1.500, N7 1.472, H10 1.100
3 C 1.17 -0.01 -0.25  C2 1.500, C4 1.342, H11 1.087
4 C 0.51 -0.89 -1.02  C3 1.342, C5 1.474, H12 1.086
5 C -0.91 -0.79 -0.61  C4 1.474, O6 1.350, N7 1.280
6 O -1.89 -1.62 -1.01  C5 1.350, H13 0.963
7 N -1.16 0.15 0.22  C2 1.472, C5 1.280
8 H 0.21 2.61 0.66  N1 1.015
9 H -0.13 1.95 2.12  N1 1.014
10 H 0.04 -0.17 1.54  C2 1.100
11 H 2.23 0.23 -0.26  C3 1.087
12 H 0.91 -1.56 -1.77  C4 1.086
13 H -1.54 -2.28 -1.62  O6 0.963

The highest occupied orbital energy comes out at -9.3 eV. As for the energy above the lowest of the compared OMol25 structures with the same formula, charge and spin: 1.684 eV. The charge is 0. The calculated total energy is -340.73302 hartree. As for the SMILES: N[C@@H]1C=CC(O)=N1. As for the HOMO-LUMO gap: 9.934 eV.

=====

[10]
The molecule C4H6N2O, computed with ωB97M-V/def2-TZVPD.

Bonds (Å) are listed after each position.
Geometry (Å):
1 H 0.57 -1.84 1.46  N2 1.074
2 N 0.65 -2.34 0.52  H1 1.074, C3 1.280
3 C 0.37 -1.60 -0.48  N2 1.280, N4 1.401, H9 1.069
4 N 0.08 -0.23 -0.41  C3 1.401, C5 1.365, C7 1.360
5 C 0.35 0.55 0.68  N4 1.365, C6 1.313, H10 1.126
6 C -0.45 1.47 1.17  C5 1.313, H11 1.116, H12 1.091
7 C -0.46 0.39 -1.50  N4 1.360, O8 1.186, H13 1.135
8 O -0.81 -0.14 -2.50  C7 1.186
9 H 0.30 -2.06 -1.45  C3 1.069
10 H 1.35 0.38 1.16  C5 1.126
11 H -0.12 2.24 1.91  C6 1.116
12 H -1.47 1.67 0.83  C6 1.091
13 H -0.38 1.52 -1.40  C7 1.135

The highest occupied orbital energy comes out at -9.7 eV. As for the energy above the lowest of the compared OMol25 structures with the same formula, charge and spin: 1.827 eV. The charge is 0. The calculated total energy is -340.72777 hartree. As for the SMILES: [H]/N=C\N(C=C)C=O. As for the HOMO-LUMO gap: 10.566 eV.

=====

[11]
The molecule C4H6N2O, computed with ωB97M-V/def2-TZVPD.

Bonds (Å) are listed after each position.
Geometry (Å):
1 H 0.51 -3.09 -0.64  N2 1.018
2 N 0.58 -2.12 -0.33  H1 1.018, C3 1.272
3 C -0.51 -1.51 -0.54  N2 1.272, C4 1.471, H9 1.095
4 C -0.68 -0.10 -0.16  C3 1.471, N5 1.405, C6 1.313
5 N -1.97 0.45 -0.31  C4 1.405, H10 1.010, H11 1.012
6 C 0.38 0.51 0.31  C4 1.313, C7 1.303
7 C 1.45 1.25 0.30  C6 1.303, O8 1.364, H12 1.097
8 O 2.30 1.38 1.36  C7 1.364, H13 0.963
9 H -1.42 -1.98 -0.95  C3 1.095
10 H -2.71 -0.14 0.04  N5 1.010
11 H -2.06 1.39 0.06  N5 1.012
12 H 1.01 2.07 -0.28  C7 1.097
13 H 3.13 1.79 1.08  O8 0.963

The highest occupied orbital energy comes out at -8.1 eV. As for the energy above the lowest of the compared OMol25 structures with the same formula, charge and spin: 4.107 eV. The charge is 0. The calculated total energy is -340.64399 hartree. As for the SMILES: [H]/N=C/C(N)=C=CO. As for the HOMO-LUMO gap: 8.681 eV.

=====

[12]
The molecule C4H6N2O, computed with ωB97M-V/def2-TZVPD.

Bonds (Å) are listed after each position.
Geometry (Å):
1 C -2.23 0.49 0.11  O2 1.423, H8 1.083, H9 1.101, H10 1.093
2 O -1.40 -0.60 0.50  C1 1.423, C3 1.345
3 C -0.12 -0.39 0.15  O2 1.345, C4 1.420, N7 1.318
4 C 0.95 -1.31 0.05  C3 1.420, C5 1.377, H11 1.080
5 C 2.05 -0.51 -0.14  C4 1.377, N6 1.347, H12 1.079
6 N 1.60 0.76 -0.21  C5 1.347, N7 1.336, H13 1.001
7 N 0.28 0.85 -0.04  C3 1.318, N6 1.336
8 H -3.24 0.12 0.10  C1 1.083
9 H -2.12 1.36 0.78  C1 1.101
10 H -1.94 0.73 -0.92  C1 1.093
11 H 0.95 -2.39 0.08  C4 1.080
12 H 3.11 -0.72 -0.20  C5 1.079
13 H 2.11 1.62 -0.26  N6 1.001

The highest occupied orbital energy comes out at -8.7 eV. As for the energy above the lowest of the compared OMol25 structures with the same formula, charge and spin: 1.627 eV. The charge is 0. The calculated total energy is -340.73513 hartree. As for the SMILES: COc1cc[nH]n1. As for the HOMO-LUMO gap: 9.809 eV.

=====

> Look up the calculated total energy of the ninth one.

-340.73302 hartree